# 1
56
Properties=species:S:1:pos:R:3:lowdin_charge:R:1 method="wB97M-V/def2-TZVPD" gap_ev=10.62 energy_ha=-2421.84805 smiles="CCOC(=O)C(F)(F)F.CCOC(=O)C(F)(F)F.CCOC(=O)C(F)(F)F.CCOC(=O)C(F)(F)F" homo_energy_ev=-10.7 largest_force_ev_per_a=8.8
C 1.2624 -1.1362 3.5016 -0.0557
C 0.3804 -2.3912 3.2086 -0.1928
O -0.4186 -2.1282 2.0726 0.0009
C -1.6076 -1.5642 2.2226 -0.3175
O -2.1196 -1.0392 3.2226 0.1045
C -2.4836 -1.5232 0.8316 -0.6296
F -3.2026 -0.4022 0.9516 0.1558
F -1.6886 -1.5312 -0.2074 0.1826
F -3.2736 -2.5082 0.7516 0.2352
H 1.8794 -1.2562 4.3736 0.0694
H 0.8514 -0.1412 3.5606 0.0481
H 1.9134 -1.2092 2.5626 0.0874
H -0.1526 -2.5072 4.1316 0.1092
H 1.1164 -3.2102 2.6906 0.1831
C 0.7324 2.0678 -3.9074 -0.0980
C 0.0704 1.4848 -2.5954 -0.1479
O 0.9914 1.8328 -1.4884 0.0181
C 0.7004 1.5348 -0.1994 -0.2011
O -0.5926 1.3508 0.1926 0.0237
C 1.8204 1.8368 0.7986 -0.4854
F 2.6994 2.7368 0.3526 0.1809
F 1.3684 2.1508 1.9956 0.1834
F 2.5514 0.6088 0.9546 0.0665
H 1.8174 1.8748 -4.1484 0.0766
H 0.6874 3.2868 -4.0714 0.1190
H 0.1274 1.7468 -4.8134 0.0671
H -0.0356 0.3768 -2.7744 0.1252
H -0.8976 1.8088 -2.6594 0.0836
C -2.2996 3.0898 4.4756 -0.0663
C -1.0366 2.3548 4.4896 -0.2233
O -0.4766 2.2898 5.7916 0.0455
C 0.8124 2.3608 6.0656 -0.3947
O 1.6804 2.4618 5.2556 0.1672
C 1.1244 2.1908 7.5886 -0.4985
F 0.8874 3.4508 8.0636 0.1297
F 0.2724 1.3568 8.1876 0.1715
F 2.4034 1.8858 7.8756 0.1657
H -2.8786 3.1438 3.5806 0.0847
H -2.1226 4.1398 4.5336 0.0734
H -2.8896 2.9508 5.3696 0.0863
H -0.5046 2.8058 3.7226 0.0856
H -1.0636 1.2138 4.1056 0.1644
C -0.3436 -3.5142 -8.6914 -0.0459
C 0.2324 -2.3882 -7.7944 -0.1579
O 0.1264 -2.8892 -6.3554 -0.0134
C 0.3784 -2.0172 -5.2874 -0.2783
O 0.5544 -0.7772 -5.4244 0.1022
C 0.3264 -2.7622 -3.9704 -0.4385
F -0.9766 -2.6122 -3.4054 0.0856
F 0.5004 -4.1382 -4.0854 0.1243
F 1.1724 -2.2142 -3.1084 0.1789
H -1.5636 -3.5752 -8.6274 0.1403
H 0.0984 -4.3502 -8.3184 0.0315
H -0.1256 -3.1042 -9.6784 0.0759
H -0.0346 -1.3502 -7.8434 0.1046
H 1.2494 -2.1532 -8.0284 0.1073

---

# 2
56
Properties=species:S:1:pos:R:3:lowdin_charge:R:1 method="wB97M-V/def2-TZVPD" gap_ev=11.37 energy_ha=-2421.79781 smiles="CCOC(=O)C(F)(F)F.CCOC(=O)C(F)(F)F.CCOC(=O)C(F)(F)F.CCOC(=O)C(F)(F)F" homo_energy_ev=-11.2 largest_force_ev_per_a=16.6
C 42.7820 70.3610 36.2080 -0.0369
C 43.3630 69.3390 37.2070 -0.1757
O 42.9280 69.6330 38.5580 0.0036
C 41.7050 69.4030 39.0600 -0.3271
O 40.9060 68.8480 38.3370 0.1299
C 41.2450 70.0330 40.4610 -0.5170
F 41.9040 69.4710 41.4540 0.1809
F 41.6350 71.3860 40.4670 0.0944
F 39.9680 70.0480 40.6830 0.1945
H 42.9130 71.4150 36.7910 0.1361
H 41.7370 70.2660 36.2230 0.0415
H 43.4360 70.4300 35.3100 0.0894
H 44.3900 69.4670 37.1580 0.0987
H 43.1790 68.3690 37.1000 0.0785
C 37.1770 64.9570 45.6240 -0.0684
C 37.4220 66.2650 46.1620 -0.1613
O 36.4660 67.2360 45.6050 0.0450
C 36.4200 68.4220 46.1450 -0.3316
O 37.0270 68.7290 47.2550 0.0703
C 35.4930 69.4030 45.4640 -0.4792
F 36.0220 69.8960 44.3070 0.1377
F 34.4410 68.5950 45.1550 0.1392
F 35.0510 70.4170 46.2520 0.1641
H 36.5190 64.4200 45.9850 -0.0034
H 37.9170 64.2840 45.8270 0.0733
H 37.0600 64.9830 44.4900 0.1354
H 38.3970 66.5640 45.7520 0.1495
H 37.2750 66.1290 47.2180 0.1360
C 33.9710 71.3020 41.6970 0.0144
C 35.0530 72.4260 41.3550 -0.0823
O 35.9050 71.8520 40.2490 0.0163
C 36.9810 72.6000 39.8550 -0.3554
O 37.3210 73.7060 40.1650 0.1767
C 37.5480 71.9020 38.5820 -0.5072
F 36.7370 70.8810 38.1780 0.1306
F 37.5470 72.7800 37.5540 0.1581
F 38.7650 71.4450 38.8340 0.1722
H 34.5420 70.7150 42.3160 0.0204
H 33.6110 70.8240 40.7050 0.1157
H 33.1670 71.8440 42.0100 0.0396
H 35.6100 72.7360 42.2390 0.1407
H 34.6650 73.1510 41.1290 -0.0240
C 36.9990 68.5200 41.6130 -0.0852
C 36.8550 67.7560 40.4180 -0.2919
O 35.6930 68.1820 39.7900 0.0322
C 35.3840 67.5190 38.6020 -0.2374
O 35.9300 66.4250 38.1560 0.1028
C 34.3140 68.1550 37.8380 -0.5555
F 33.5840 69.0100 38.6110 0.1347
F 34.7580 68.8830 36.8260 0.1887
F 33.4560 67.2510 37.3130 0.1594
H 36.8200 69.5190 41.4170 0.0493
H 38.0330 68.1460 41.9860 0.1383
H 36.3080 68.3930 42.3850 0.0479
H 36.8760 66.6690 40.6390 0.1419
H 37.8140 67.9510 39.8090 0.1614

---

# 3
57
Properties=species:S:1:pos:R:3:lowdin_charge:R:1 method="wB97M-V/def2-TZVPD" gap_ev=9.93 energy_ha=-2595.67267 smiles="FC(F)C(F)(F)COC(F)(F)C(F)F.FC(F)C(F)(F)COC(F)(F)C(F)F.COC[C@@H](CC=O)OC" homo_energy_ev=-9.5 largest_force_ev_per_a=0.7
C -0.8526 -1.8077 -2.2967 -0.0996
O -1.2307 -2.6043 -3.4027 -0.1949
C -2.4898 -2.2548 -3.9617 -0.1485
C -3.6254 -3.2630 -3.6332 -0.3285
C -3.2114 -4.3130 -2.5989 -0.0990
C -4.3402 -5.2451 -2.2340 -0.2536
O -4.2636 -6.0490 -1.3431 0.0584
O -4.8333 -2.5919 -3.3129 -0.1631
C -4.8914 -2.0119 -2.0166 -0.0851
H -0.8588 -0.7371 -2.5442 0.0887
H 0.1654 -2.0950 -2.0290 0.0852
H -1.5147 -1.9675 -1.4340 0.0795
H -2.3438 -2.2253 -5.0475 0.1282
H -2.7919 -1.2505 -3.6422 0.1242
H -3.8479 -3.8027 -4.5630 0.1502
H -2.8351 -3.8366 -1.6849 0.1185
H -2.3687 -4.8934 -2.9877 0.1405
H -5.2613 -5.1528 -2.8396 0.1321
H -5.4544 -2.6629 -1.3370 0.0944
H -3.9004 -1.7943 -1.6053 0.0796
H -5.4287 -1.0618 -2.1010 0.0939
C 4.4072 1.4310 -2.3195 -0.0349
C 4.8212 0.2051 -1.4838 -0.4432
C 4.0787 -1.1092 -1.7627 -0.3039
F 2.7507 -0.9302 -1.6124 0.0877
F 4.4952 -2.0573 -0.8988 0.1066
F 4.7798 0.5042 -0.1704 0.1345
F 6.1244 -0.0473 -1.8005 0.1021
O 3.4654 2.3371 -1.7556 0.0512
C 2.1111 2.1221 -1.8423 -0.5399
C 1.4940 1.8677 -0.4574 -0.2814
F 2.1592 0.9104 0.2280 0.0880
F 0.2204 1.4293 -0.5956 0.0981
F 1.8061 1.1662 -2.7364 0.1446
F 1.5447 3.2611 -2.2912 0.1497
H 5.3161 2.0235 -2.4082 0.1491
H 4.1241 1.1380 -3.3306 0.1469
H 4.2761 -1.4504 -2.7822 0.1746
H 1.5168 2.7764 0.1438 0.1495
C 0.9957 1.9429 3.5704 -0.0359
C 0.5733 3.3893 3.2693 -0.4240
C 1.1838 4.5201 4.1045 -0.3081
F 0.9081 4.3794 5.4130 0.1031
F 0.6566 5.6922 3.6852 0.1006
F -0.7678 3.4877 3.2440 0.1453
F 1.0218 3.6408 1.9925 0.0751
O 0.1533 1.1444 4.3788 0.0558
C 0.2252 1.1277 5.7449 -0.5459
C -1.0563 1.6558 6.4077 -0.2865
F -1.3738 2.8826 5.9530 0.1021
F -0.8509 1.7308 7.7404 0.1023
F 1.3237 1.7530 6.2016 0.1538
F 0.3196 -0.1683 6.1168 0.1439
H 0.9560 1.4435 2.6031 0.1378
H 2.0347 1.8959 3.9000 0.1519
H 2.2677 4.5514 3.9643 0.1735
H -1.8832 0.9737 6.2018 0.1749